# 1
Density functional theory data (the ωB97M-V functional and the def2-TZVPD basis) for a molecular structure, C14H35Cl2HoN2PS.

Geometry as ORCA input:
```
! wB97M-V def2-TZVPD RIJCOSX def2/J DEFGRID3
* xyz -1 5
Ho -0.272 2.051 0.136
Cl -0.939 -0.142 0.650
Cl -0.010 2.412 -2.167
S -0.356 4.391 0.615
P 0.309 -3.735 -0.418
N 0.191 6.726 -0.156
N -1.203 6.344 1.943
C 1.370 -4.261 -2.971
C -1.803 5.271 2.836
C 1.899 -4.340 0.376
C -0.991 -4.569 0.657
C -1.375 -6.009 0.319
C 0.210 8.146 -0.155
C 2.270 -5.808 0.176
C -2.237 -3.676 0.746
C 0.927 6.048 -1.286
C 3.067 -3.410 0.018
C -1.492 7.662 2.403
C 0.190 -4.622 -2.068
C -0.467 6.037 0.830
C -1.126 -4.238 -2.750
H -2.058 -6.392 1.095
H 3.354 -3.502 -1.036
H 0.198 -5.711 -1.886
H -1.092 7.794 3.415
H -2.944 -4.092 1.478
H -1.030 4.634 3.277
H -0.510 -6.680 0.286
H 0.713 8.499 0.749
H -0.811 8.521 -0.262
H 1.457 -3.171 -3.080
H 1.385 6.797 -1.954
H 1.497 -6.486 0.551
H -0.510 -4.568 1.650
H -1.970 -2.660 1.060
H 1.525 2.113 0.596
H -1.167 -3.152 -2.913
H -2.006 -4.531 -2.167
H 0.775 8.550 -0.998
H -1.078 8.452 1.787
H 1.680 -4.189 1.447
H -2.352 5.741 3.673
H -1.905 -6.078 -0.639
H -2.526 4.653 2.292
H 0.249 5.446 -1.900
H 2.322 -4.649 -2.594
H 2.804 -2.364 0.214
H -0.188 2.288 2.038
H 2.461 -6.044 -0.878
H -1.194 -4.731 -3.730
H 1.211 -4.687 -3.972
H -2.753 -3.610 -0.219
H 3.943 -3.665 0.629
H 3.196 -6.030 0.732
H -2.578 7.810 2.435
H 1.740 5.417 -0.910
*
```

The expectation value of S² is 6.006. For the gap between HOMO and LUMO (alpha / beta), the calculation gives 4.899 / 4.955 eV. Its total energy is -3271.87231 hartree.



# 2
Density functional theory data (the ωB97M-V functional and the def2-TZVPD basis) for 9 unconnected molecules or ions with the total composition H18O9.

Geometry as ORCA input:
```
! wB97M-V def2-TZVPD RIJCOSX def2/J DEFGRID3
* xyz 0 1
O -5.253 -0.054 0.011
O 4.204 0.101 -0.877
O -1.315 -3.790 0.985
O 0.444 5.255 -0.798
O 2.159 0.091 2.176
O 0.513 -0.259 0.360
O 2.830 -3.282 -1.315
O -3.537 -0.813 -1.358
O -0.188 2.724 0.927
H 1.672 0.103 3.026
H 0.163 1.956 1.365
H -1.322 -4.460 0.306
H 2.792 -0.573 2.360
H 5.029 -0.358 -0.859
H 0.036 2.476 0.088
H -5.390 0.812 -0.447
H -0.625 -3.126 0.769
H -3.126 0.024 -1.675
H -3.349 -0.810 -0.425
H 4.367 0.759 -1.652
H 2.683 -3.904 -2.117
H -4.545 0.176 0.520
H -0.379 -0.482 0.665
H -0.246 4.830 -0.353
H 0.701 0.607 0.593
H 0.370 4.716 -1.622
H 2.308 -2.535 -1.437
*
```

For the gap between HOMO and LUMO, the calculation gives 10.077 eV. As for the SMILES: O.O.O.O.O.O.O.O.O. Its total energy is -687.83448 hartree.



# 3
Density functional theory data (the ωB97M-V functional and the def2-TZVPD basis) for a single C10H17N3O4 molecule.

Geometry as ORCA input:
```
! wB97M-V def2-TZVPD RIJCOSX def2/J DEFGRID3
* xyz 0 1
O 0.127 0.928 2.676
O 2.507 -3.890 -2.074
O 0.698 2.425 -0.098
O -0.652 3.070 3.056
N -1.002 0.944 0.273
N 2.629 -1.771 -2.844
N 1.589 0.777 -2.218
C -2.825 1.130 1.776
C -1.530 1.807 1.268
C 2.240 -2.722 -1.934
C 1.464 -0.815 -0.308
C -0.553 1.918 2.405
C 1.451 -2.242 -0.792
C -1.696 -0.363 0.304
C 0.119 1.329 -0.344
C -2.404 -0.337 1.628
C 0.705 0.173 -1.181
H 1.858 1.737 -1.859
H 1.606 -3.017 -0.014
H -1.043 -1.187 0.222
H -1.716 -0.681 2.425
H -3.251 -1.038 1.539
H -0.058 -0.418 -1.725
H 1.118 -0.840 0.699
H 0.427 -2.476 -1.033
H 2.523 -0.496 -0.232
H 0.986 0.932 -3.059
H 2.444 -0.737 -2.748
H -0.024 2.911 3.752
H -1.722 2.802 0.911
H -3.617 1.293 1.006
H -3.132 1.368 2.756
H -2.336 -0.422 -0.567
H 3.070 -2.092 -3.666
*
```

For the gap between HOMO and LUMO, the calculation gives 9.776 eV. As for the SMILES: NC(=O)CC[C@H](N)C(=O)N1CCC[C@H]1C(=O)O. Its total energy is -856.52221 hartree.



# 4
Density functional theory data (the ωB97M-V functional and the def2-TZVPD basis) for a molecular structure, C36H35N2O5P2V.

Geometry as ORCA input:
```
! wB97M-V def2-TZVPD RIJCOSX def2/J DEFGRID3
* xyz 0 3
V -0.426 -0.328 1.067
P -0.257 2.003 -0.145
P -0.698 -2.149 -0.594
O 1.494 -0.373 1.225
O 3.665 0.000 1.562
O -0.979 1.099 2.655
O -2.075 -1.315 4.279
O -1.077 -1.653 2.308
N -2.197 0.063 0.111
N 0.994 -0.488 3.943
C 1.269 2.839 -3.855
C -1.095 -1.585 3.611
C -0.923 1.921 -4.182
C 1.005 -6.389 -0.113
C 0.816 3.288 0.552
C 1.306 -0.869 -3.856
C 0.869 -5.556 0.988
C 0.241 2.465 -4.707
C 0.360 4.560 0.887
C -0.070 1.714 3.587
C 0.288 -1.715 4.251
C 0.497 0.706 4.583
C 0.920 -1.155 -2.558
C -1.070 1.759 -2.813
C -3.017 -0.901 -0.422
C -2.518 -2.313 -0.430
C -4.137 -0.311 -0.957
C 0.134 -4.659 -1.537
C 1.225 5.479 1.466
C -3.995 1.093 -0.756
C -1.232 -1.889 -3.359
C -0.053 2.168 -1.949
C 0.433 -1.114 -4.909
C 0.639 -5.941 -1.375
C 1.124 2.693 -2.483
C 3.010 3.868 1.378
C 2.550 -0.265 1.967
C 2.147 2.944 0.806
C -1.994 2.523 0.158
C -0.837 -1.611 -4.661
C -0.346 -1.687 -2.307
C 2.548 5.135 1.711
C -0.007 -3.820 -0.434
C -2.797 1.282 -0.110
C 2.352 -0.505 3.475
C 0.368 -4.272 0.829
H 0.750 -6.588 -2.235
H 0.172 -1.883 5.326
H -0.281 0.430 5.298
H 2.838 -1.457 3.704
H 1.402 -7.389 0.010
H 2.939 0.269 3.977
H 2.284 -0.447 -4.048
H -1.525 -1.778 -5.480
H -1.731 0.704 3.130
H -0.140 -4.305 -2.524
H 0.720 2.150 2.975
H -4.958 -0.819 -1.441
H -0.588 2.521 4.110
H 1.291 1.216 5.145
H -2.971 -2.915 -1.217
H 0.736 -0.889 -5.924
H 1.594 -0.957 -1.729
H -4.674 1.868 -1.079
H 4.037 3.588 1.572
H 1.925 3.011 -1.828
H 3.218 5.854 2.164
H 2.507 1.947 0.571
H 0.866 6.466 1.726
H -2.226 -2.274 -3.169
H -1.985 1.332 -2.419
H 0.348 2.591 -5.777
H -2.295 3.338 -0.502
H -1.724 1.613 -4.842
H -2.677 -2.826 0.523
H -2.061 2.864 1.194
H 0.820 -2.556 3.806
H 0.258 -3.610 1.680
H 1.159 -5.905 1.971
H -0.669 4.837 0.699
H 2.183 3.259 -4.255
*
```

The expectation value of S² is 2.013. For the gap between HOMO and LUMO (alpha / beta), the calculation gives 7.796 / 8.074 eV. Its total energy is -3505.40870 hartree.



# 5
Density functional theory data (the ωB97M-V functional and the def2-TZVPD basis) for a molecular structure, CH5N2OP.

Geometry as ORCA input:
```
! wB97M-V def2-TZVPD RIJCOSX def2/J DEFGRID3
* xyz 0 1
P 0.744 0.767 0.187
O -0.421 0.807 -0.977
N -0.392 -1.223 -0.173
N 0.172 0.418 1.587
C -0.953 -0.418 -0.951
H -0.937 -2.032 0.075
H 1.376 2.013 -0.083
H -1.980 -0.477 -1.634
H 0.701 0.393 2.375
H 1.691 -0.248 -0.406
*
```

For the gap between HOMO and LUMO, the calculation gives 9.387 eV. Its total energy is -567.12698 hartree.